No. 1
Computed, not measured: a molecular structure, C37H42F4N5OSSn in a non-equilibrium geometry, with the ωB97M-V functional and the def2-TZVPD basis.

Gap between HOMO and LUMO (spin up / spin down) (eV): 5.86 / 6.98
Electronic energy (eV): -76077.7735
Lowest unoccupied orbital energy (spin up / spin down) (Eh): -0.162 / -0.134
Relative energy (zero: lowest compared OMol25 entry of this formula, charge and spin) (kcal per mole): 0.00

```
! wB97M-V def2-TZVPD RIJCOSX def2/J DEFGRID3
* xyz 1 1
Sn -0.60668 -0.70316 0.11610
C -3.48313 -1.68600 -0.75882
N -2.13215 -2.25095 -0.57085
C -2.28913 -3.21577 0.54400
C -1.52124 -2.85915 -1.76567
C -0.85684 -1.83509 -2.64617
N 0.12274 -1.03352 -1.87551
C 0.86668 -0.16381 -2.64437
C 0.92543 1.21154 -2.35927
F 0.30317 1.73304 -1.32489
C 1.58237 2.04848 -3.20907
F 1.49358 3.37106 -3.00054
C 2.30057 1.60904 -4.27586
C 2.39826 0.23133 -4.51341
F 3.22015 -0.27134 -5.40683
C 1.62789 -0.60541 -3.71157
F 1.60432 -1.94359 -4.00258
H -4.18638 -2.49121 -1.06336
H -3.45517 -0.87077 -1.49726
H -3.94909 -1.27401 0.16596
H -3.01551 -3.92240 0.25970
H -2.65880 -2.76516 1.47519
H -1.27949 -3.60681 0.69299
H -2.21530 -3.49079 -2.28418
H -0.72428 -3.50066 -1.29339
H -1.59430 -1.16798 -3.07392
H -0.41340 -2.40994 -3.47409
H 2.91686 2.34829 -4.69447
C -3.55508 1.46040 -3.59514
C -4.36931 1.25992 -2.35308
C -5.65780 0.71371 -2.43323
C -6.31190 0.42095 -1.24628
C -5.67875 0.72576 -0.02612
C -6.18577 0.24916 1.22592
C -5.44167 0.30556 2.39870
C -4.22201 0.99809 2.37546
C -3.66605 1.52056 1.19921
S -2.21657 2.42753 1.19202
C -4.38744 1.31205 -0.02031
N -3.72145 1.53345 -1.21200
H -3.99075 2.29064 -4.16091
H -3.65711 0.57239 -4.22528
H -2.51023 1.60589 -3.34982
H -6.11467 0.58512 -3.39914
H -7.33037 0.04758 -1.29635
H -7.10212 -0.23921 1.12761
H -5.78467 -0.09721 3.36374
H -3.61386 1.15667 3.26912
N 2.09937 -2.98834 -0.69378
C 1.81415 -3.04607 0.61874
C 2.61853 -3.79403 1.48773
C 2.33181 -3.82475 2.80428
C 1.27135 -3.03443 3.30547
C 0.51869 -2.31228 2.40835
N 0.72435 -2.37315 1.07862
H 2.99726 -3.25828 -1.02348
H 1.55325 -2.42070 -1.31947
H 3.39007 -4.42607 1.10859
H 3.09068 -4.35278 3.43327
H 1.04844 -2.98515 4.34414
H -0.29974 -1.70863 2.78384
C 3.90712 -0.46543 -0.86646
C 4.56988 0.83789 -0.32158
C 5.75516 0.57063 0.58852
C 3.55500 1.82509 0.30636
C 3.26626 3.00630 -0.37594
C 2.32797 3.92562 0.10214
C 1.68541 3.66409 1.38279
C 1.96014 2.52340 2.12429
C 1.28958 2.43044 3.52994
C 2.23783 2.68676 4.69952
C 0.52266 1.11867 3.73227
C 2.87734 1.52159 1.57075
O 3.13411 0.49839 2.18100
H 4.68130 -1.15022 -1.25916
H 3.20865 -0.25476 -1.64554
H 3.32880 -0.91563 -0.03645
H 4.95150 1.37188 -1.23160
H 5.40451 0.19324 1.52558
H 6.12754 1.56422 0.84545
H 6.54840 0.04271 0.11532
H 3.81635 3.23858 -1.25041
H 1.98540 4.82903 -0.34152
H 1.00436 4.45769 1.78355
H 0.60979 3.28593 3.52790
H 2.95952 1.82666 4.77426
H 1.74402 2.72780 5.65766
H 2.73909 3.63892 4.49037
H 1.32347 0.30994 3.69896
H -0.19728 0.82953 2.99694
H 0.05437 1.05140 4.71678
*
```

***

No. 2
Computed, not measured: a molecular structure, C37H42FeN5S2Si2 in a non-equilibrium geometry, with the ωB97M-V functional and the def2-TZVPD basis.

⟨S²⟩: 8.7650
Gap between HOMO and LUMO (spin up / spin down) (eV): 5.94 / 5.96
Electronic energy (eV): -118317.2619
Lowest unoccupied orbital energy (spin up / spin down) (Eh): 0.158 / 0.156
Relative energy (zero: lowest compared OMol25 entry of this formula, charge and spin) (kcal per mole): 35.93

```
! wB97M-V def2-TZVPD RIJCOSX def2/J DEFGRID3
* xyz -2 6
Fe 0.11508 0.16190 0.18861
C 3.45585 1.03858 3.14959
C 2.52521 0.26332 2.45882
N 2.26827 0.40966 1.17103
C 2.98847 1.31017 0.46347
C 3.99727 2.10513 1.06628
C 4.19177 1.96552 2.45600
C 4.77451 2.96015 0.26560
C 4.55828 3.00495 -1.09311
C 3.57415 2.23728 -1.70118
C 2.74761 1.38246 -0.95729
N 1.80960 0.52491 -1.39582
C 1.65111 0.01580 -2.63316
C 1.88134 0.60357 -3.88652
C 1.77430 -0.12917 -5.05874
C 1.42465 -1.46206 -5.05036
C 1.08897 -2.08615 -3.83604
C 0.67167 -3.43155 -3.74241
C 0.34151 -3.95181 -2.51269
C 0.42323 -3.12594 -1.39210
N 0.81925 -1.87051 -1.43932
C 1.16944 -1.34223 -2.62815
H 3.60822 0.88442 4.20845
H 1.95760 -0.50078 2.96979
H 4.93533 2.58105 2.94773
H 5.53906 3.57127 0.73058
H 5.16497 3.66149 -1.70864
H 3.45566 2.32052 -2.76903
H 2.10681 1.65577 -3.96036
H 1.96711 0.36544 -6.00453
H 1.35892 -2.02334 -5.97362
H 0.61171 -4.03659 -4.63932
H 0.03307 -4.98433 -2.40592
H 0.16485 -3.48098 -0.39769
S 0.00013 2.62872 0.55656
C 0.27745 2.85778 2.23905
C 0.84803 4.05702 2.65717
C 1.02494 4.36111 4.00218
C 1.62322 5.56818 4.38124
N 2.12989 6.56302 4.67436
C 0.58617 3.42805 4.97505
C 0.04687 2.21019 4.55895
C -0.09581 1.88749 3.21263
S -0.73375 0.35241 2.76140
C 0.66742 3.72506 6.33927
N 0.70645 3.96097 7.46871
H 1.15154 4.76581 1.90086
H -0.27061 1.49219 5.30288
C -0.36445 -5.06698 2.03539
C 0.26892 -3.80627 2.65808
C -0.60331 -3.33961 3.83249
C 0.42371 -2.73323 1.64400
H -0.43616 -5.87469 2.76434
H 0.23485 -5.41462 1.19728
H -1.36313 -4.83651 1.67113
H 1.25156 -4.09929 3.05164
H -1.60525 -3.11418 3.47997
H -0.19476 -2.42932 4.26216
H -0.65971 -4.10177 4.61002
H 1.39212 -2.37084 1.35635
H -0.43981 -2.15489 1.35319
C -0.80751 2.57137 -2.54260
Si -2.17533 1.24618 -2.37825
C -3.78935 2.28775 -2.25765
C -2.28717 0.41883 -4.11901
C -1.90596 -0.08510 -1.08181
Si -3.35194 -1.13166 -0.51270
C -5.09755 -0.33390 -0.57790
C -3.25247 -1.86450 1.25823
C -3.55053 -2.67846 -1.66496
H -0.73444 2.97878 -3.54894
H 0.15471 2.15004 -2.27880
H -0.98459 3.39428 -1.85824
H -3.69582 3.21388 -2.82011
H -4.00614 2.55138 -1.22894
H -4.64620 1.75141 -2.65142
H -2.52758 1.11906 -4.91381
H -3.05106 -0.35235 -4.11511
H -1.34434 -0.05649 -4.37022
H -1.19224 -0.78953 -1.52991
H -5.12033 0.60661 -0.04214
H -5.85379 -0.97910 -0.13932
H -5.38744 -0.13722 -1.60443
H -2.68633 -1.20317 1.90586
H -2.75641 -2.82990 1.25805
H -4.23261 -1.99759 1.70711
H -3.82923 -2.37124 -2.66914
H -4.30214 -3.38194 -1.31584
H -2.60754 -3.21114 -1.74431
*
```

***

No. 3
Computed, not measured: a molecular structure, C37H42HgN4P2 in a non-equilibrium geometry, with the ωB97M-V functional and the def2-TZVPD basis.

Gap between HOMO and LUMO (eV): 8.40
Electronic energy (eV): -67759.9755
Lowest unoccupied orbital energy (Eh): 0.013
Relative energy (zero: lowest compared OMol25 entry of this formula, charge and spin) (kcal per mole): 0.00

```
! wB97M-V def2-TZVPD RIJCOSX def2/J DEFGRID3
* xyz 0 1
Hg 0.35515 -0.28022 2.21678
C 0.00907 -0.55778 -2.77261
C 1.21497 0.01871 -2.69988
C 1.62278 1.44309 -3.00809
C 1.39479 2.51242 -1.92197
C -0.00287 2.70199 -1.40060
C -1.14001 2.18084 -1.88039
C -1.36264 1.59028 -3.23356
C -1.26575 0.03316 -3.29059
C -0.28510 1.41138 3.27231
H -0.09974 -1.58793 -2.39443
H 2.06577 -0.59882 -2.37453
H 1.21439 1.79740 -3.96251
H 2.71803 1.38334 -3.16385
H 2.05262 2.27334 -1.06885
H 1.76913 3.47827 -2.31071
H -0.04686 3.33647 -0.50711
H -2.03758 2.16097 -1.24822
H -0.67312 2.01790 -3.97049
H -2.38718 1.85023 -3.54780
H -2.11103 -0.41525 -2.73747
H -1.42213 -0.26292 -4.34196
H -1.18734 1.03911 3.77910
H -0.57576 2.22500 2.59936
H 0.45201 1.70453 4.03126
P 3.78923 6.91834 -2.93910
P 5.48009 4.60308 -4.04113
N 2.26940 7.73583 -3.25325
N 4.54511 8.39043 -2.20598
N 4.53546 3.98249 -5.41241
N 6.98331 3.84156 -4.58706
C 4.52410 7.15950 -4.63146
C 5.77095 6.27603 -4.79092
C 1.03014 7.17101 -2.91797
C 0.01963 7.98130 -3.41927
C 0.64835 9.08956 -4.08405
C 2.02196 8.90699 -3.97772
C 4.94381 8.41683 -0.86473
C 5.53163 9.64809 -0.59238
C 5.49111 10.41665 -1.80121
C 4.88375 9.62256 -2.76986
C 3.42984 3.16345 -5.18150
C 2.78986 2.90694 -6.38207
C 3.50785 3.61130 -7.40018
C 4.56086 4.27531 -6.77781
C 7.54052 3.69247 -5.86477
C 8.83535 3.20264 -5.74058
C 9.10247 3.06113 -4.33463
C 7.96249 3.46274 -3.65484
H 4.78716 8.20815 -4.82704
H 3.74987 6.86941 -5.35729
H 6.06089 6.18959 -5.84795
H 6.62044 6.71692 -4.24497
H 1.00099 6.24068 -2.37191
H -1.04267 7.80621 -3.33474
H 0.15633 9.91404 -4.58135
H 2.82775 9.50687 -4.36728
H 4.75632 7.56196 -0.23466
H 5.92992 9.96770 0.35797
H 5.84110 11.42498 -1.94378
H 4.67128 9.85730 -3.80219
H 3.21867 2.85843 -4.17117
H 1.91699 2.27857 -6.51855
H 3.28901 3.62185 -8.45665
H 5.31611 4.91605 -7.20633
H 6.97853 3.91728 -6.75535
H 9.51186 2.98041 -6.55307
H 10.02369 2.71689 -3.88926
H 7.73930 3.51860 -2.60130
C -3.42431 -4.14093 0.93366
C -3.34563 -2.75008 0.70820
C -2.12523 -2.09205 0.79506
C -0.93226 -2.80610 1.11748
C 0.31414 -2.22513 1.47774
C 1.48294 -2.96424 1.50421
C 1.43094 -4.37626 1.35047
C 0.20264 -4.99740 1.21562
C -0.99999 -4.25323 1.14072
C -2.26517 -4.88550 1.11234
H -4.39050 -4.63779 0.94893
H -4.25038 -2.19071 0.47313
H -2.05575 -1.01331 0.61638
H 2.44587 -2.46828 1.64680
H 2.35706 -4.95772 1.33929
H 0.13262 -6.08251 1.14234
H -2.28832 -5.97024 1.24601
*
```